Molecular formula: C74H89N2O4S2SbTeW
Method: DFT, ωB97M-V with the def2-TZVPD basis set

Structure (XYZ):
```
174
Properties=species:S:1:pos:R:3:lowdin_spin:R:1
W -1.528 0.424 -0.249 0.00
Te -0.279 -1.904 -1.702 0.00
Sb -1.491 3.177 -0.481 0.00
S 0.301 0.025 2.327 0.00
S 2.703 1.112 -0.013 0.22
O -0.918 0.787 1.652 0.00
O -3.660 -0.015 1.089 0.00
O -2.167 -1.527 -2.419 0.00
O -0.311 0.385 -1.468 0.00
N -3.008 0.402 -1.454 0.00
N -1.432 -1.451 0.192 0.00
C -0.845 -1.700 6.402 0.00
C 5.190 3.810 4.392 0.00
C 1.873 -3.917 -3.172 0.00
C -6.061 -0.396 0.667 0.00
C 3.931 -0.481 4.773 0.11
C 0.793 -2.600 -6.546 0.00
C -1.442 -4.724 -2.774 0.00
C 4.098 0.177 -2.232 0.01
C 6.058 -1.998 3.798 0.05
C 3.658 1.283 -1.522 0.02
C 4.282 -0.377 3.403 0.01
C -2.232 -2.397 2.271 0.00
C 4.625 2.737 3.759 0.00
C 4.626 -1.315 5.612 0.00
C -1.636 -0.687 5.859 0.00
C 1.209 1.352 3.144 0.01
C 3.815 0.370 1.128 0.12
C 0.953 4.130 1.199 0.00
C 3.051 4.506 5.238 0.00
C -2.768 -3.522 0.230 0.00
C -2.115 -2.457 0.873 0.00
C 2.433 3.424 4.574 0.00
C 4.947 -0.334 0.675 -0.01
C -4.676 -1.003 0.733 0.00
C -3.332 -4.553 0.959 0.00
C -1.346 -0.137 4.622 0.00
C 4.963 1.623 -3.969 0.00
C 5.713 -1.050 1.547 0.07
C -0.254 -0.607 3.912 0.00
C -2.892 2.925 -3.266 0.00
C -0.718 -4.043 -1.776 0.00
C -2.835 -3.405 2.995 0.00
C 0.809 5.438 -0.903 0.00
C 4.531 2.723 -3.229 0.00
C -4.563 2.949 -0.072 0.00
C -3.202 3.127 2.056 0.00
C 0.024 4.850 0.250 0.00
C -4.289 -0.836 -3.139 0.00
C -0.163 -4.788 -0.718 0.00
C -1.860 3.864 -2.665 0.00
C -1.580 -6.105 -2.684 0.00
C 4.775 0.356 -3.426 0.00
C 3.230 2.517 3.828 0.01
C -3.452 3.697 0.659 0.00
C -0.763 5.922 0.967 0.00
C 2.610 1.431 3.129 0.02
C -1.154 -2.292 7.741 0.00
C 0.439 2.250 3.915 0.00
C -1.172 -8.340 -1.591 0.00
C 1.044 -2.906 -7.991 0.00
C 5.556 1.770 -5.336 0.00
C 0.628 -4.176 0.416 0.00
C -1.033 -6.851 -1.650 0.00
C 4.401 4.698 5.142 0.00
C -0.139 -1.137 -4.839 0.00
C -2.101 -4.071 -3.960 0.00
C 1.040 3.240 4.625 0.00
C 3.544 0.447 2.510 0.19
C 1.120 -3.099 -4.190 0.00
C -3.346 -4.521 2.344 0.00
C 3.897 2.562 -2.011 0.01
C 5.363 -1.159 2.916 0.03
C -3.101 -0.584 -2.252 0.00
C -0.800 0.185 -4.566 0.00
C -2.351 5.301 -2.697 0.00
C 0.097 -1.460 -6.172 0.00
C -3.847 5.164 0.744 0.00
C -0.327 -6.164 -0.672 0.00
C -0.526 3.699 -3.390 0.00
C 0.543 -1.624 4.421 0.00
C 5.702 -2.069 5.130 0.11
C 1.319 -3.392 -5.532 0.00
C 0.292 -2.016 -3.838 0.00
C 0.250 -2.155 5.664 0.00
H 2.926 -3.965 -3.455 0.00
H -3.749 5.663 -0.218 0.00
H -2.907 -3.319 4.071 0.00
H -2.036 -2.995 -3.925 0.00
H -0.263 -0.783 -6.937 0.00
H -2.139 -1.996 8.093 0.00
H 4.842 2.261 -5.997 0.00
H -6.338 0.039 1.629 0.00
H -0.416 -1.955 8.472 0.00
H -0.842 0.389 -3.505 0.00
H 4.867 5.538 5.637 0.00
H 1.644 -4.577 0.425 0.00
H 0.454 -2.259 -8.635 0.00
H -0.211 0.974 -5.036 0.00
H -2.606 1.887 -3.122 0.00
H 4.700 3.720 -3.613 0.00
H 2.438 5.189 5.811 0.00
H -2.097 -8.673 -2.056 0.00
H 0.130 4.545 -3.206 0.00
H -6.125 0.364 -0.109 0.00
H -1.767 5.946 -2.044 0.00
H 1.604 4.859 1.690 0.00
H 1.322 4.670 -1.480 0.00
H -3.881 3.080 -2.838 0.00
H -1.529 6.350 0.327 0.00
H -4.639 -1.805 1.473 0.00
H 6.461 2.377 -5.321 0.00
H 0.188 6.045 -1.556 0.00
H -1.988 0.627 4.202 0.00
H -1.885 -1.518 2.774 0.00
H -1.101 -3.380 7.712 0.00
H 5.797 0.796 -5.756 0.00
H -1.216 5.545 1.881 0.00
H -4.597 -1.879 -3.084 0.00
H -3.399 5.374 -2.411 0.00
H -3.772 -5.390 0.435 0.00
H 0.688 -3.088 0.348 0.00
H 0.106 -6.709 0.158 0.00
H -4.038 0.422 1.863 0.00
H -0.635 2.148 3.932 0.00
H -2.833 -3.535 -0.845 0.00
H 6.603 -1.552 1.191 0.00
H -6.776 -1.185 0.436 0.00
H -0.018 2.775 -3.100 0.00
H -3.783 -5.329 2.911 0.00
H -1.135 -8.701 -0.565 0.00
H 3.097 0.092 5.154 0.00
H 4.346 -1.390 6.652 0.00
H -2.140 -6.611 -3.461 0.00
H 1.571 6.102 -0.484 0.00
H -3.271 5.715 1.480 0.00
H -0.081 6.728 1.245 0.00
H 3.908 -0.824 -1.865 0.00
H 6.878 -2.591 3.414 0.00
H -4.896 5.220 1.042 0.00
H -2.968 3.113 -4.340 0.00
H 6.254 3.980 4.317 0.00
H 3.592 3.427 -1.436 0.00
H 0.448 3.920 5.223 0.00
H 0.165 -4.438 1.369 0.00
H -2.521 3.779 2.609 0.00
H 1.929 -4.249 -5.791 0.00
H -2.764 2.126 2.014 0.00
H 5.237 2.063 3.177 0.00
H -2.490 -0.322 6.414 0.00
H -4.140 3.081 2.618 0.00
H 0.391 3.618 1.971 0.00
H 1.499 -4.939 -3.129 0.00
H -0.703 3.658 -4.467 0.00
H -1.630 -4.404 -4.885 0.00
H 2.096 -2.763 -8.241 0.00
H 5.236 -0.283 -0.362 0.00
H -2.253 5.683 -3.716 0.00
H -4.019 -0.628 -4.174 0.00
H -5.439 2.879 0.578 0.00
H -4.274 1.949 -0.385 0.00
H -1.805 0.219 -4.987 0.00
H 1.387 -1.985 3.845 0.00
H -3.150 -4.366 -4.009 0.00
H 5.148 -0.506 -3.959 0.00
H -0.346 -8.806 -2.132 0.00
H 0.876 -2.941 6.064 0.00
H -4.873 3.516 -0.950 0.00
H 6.238 -2.722 5.803 0.00
H 1.791 -3.469 -2.179 0.00
H -4.381 -1.405 -0.234 0.00
H -5.108 -0.187 -2.839 0.00
H 1.592 3.416 0.680 0.00
H 0.800 -3.943 -8.217 0.00
```

Output
spin multiplicity	2
E_LUMO (alpha / beta)	-7.55 / -10.39	eV
charge	+3
strongest force on any atom	0.0929	hartree/bohr